No. 1
19
Properties=species:S:1:pos:R:3:forces:R:3 method="wB97M-V/def2-TZVPD" lumo_ha=0.0271 e_homo_ev=-7.85 energy_ev=-10840.509 gap_ev=8.58 de_lowest_kj_mol=453.67
C 2.10944 -0.72473 0.43696 1.7465 -0.7667 0.7672
C -0.68793 1.19098 1.74625 0.0456 -0.0520 0.0178
N -0.96108 -0.85669 -1.44475 0.1140 -0.3012 -0.2091
C -0.49474 0.11803 0.72602 1.6789 -1.2303 0.3056
N -2.05744 -1.39808 -2.16368 -0.1219 0.0942 0.1063
N 2.71968 0.41942 0.75416 -0.4396 0.4151 -0.6531
C -1.21719 0.01337 -0.38633 0.1580 0.2155 -0.0424
O 2.06201 -0.99571 -0.85500 -0.6334 0.5302 -0.4509
H 2.15130 -0.21502 -1.44046 0.2588 -0.0800 0.0026
H -0.28473 -1.57951 -1.23022 -0.1306 0.1152 -0.0805
H 0.46852 -0.59557 0.90062 -2.8220 1.2475 -0.1551
H -2.80697 -1.69680 -1.53814 0.1521 0.1192 -0.0501
H -2.42654 -0.68057 -2.78101 0.0930 -0.1458 0.0901
H 2.75408 1.21476 0.11022 0.3244 -0.1816 0.0802
H 2.86550 0.63522 1.72416 -0.2168 -0.0114 0.0354
H -2.00026 0.73485 -0.61515 -0.1173 -0.0957 0.1376
H 0.22395 1.78511 1.86667 -0.0382 0.0306 0.0286
H -1.49479 1.86818 1.46768 -0.0498 0.0573 0.0016
H -0.92281 0.76275 2.72199 -0.0017 0.0397 0.0681

=====

No. 2
88
Properties=species:S:1:pos:R:3:forces:R:3 method="wB97M-V/def2-TZVPD" lumo_ha=-0.0719 e_homo_ev=-12.19 energy_ev=-77686.566 gap_ev=10.23 charge=+1
K -7.71400 6.82400 -7.71500 0.1736 -0.5022 0.0770
C -9.58300 5.11800 -3.52400 0.7010 -0.1405 -1.7784
C -10.55100 5.46100 -4.67100 0.5957 0.8902 2.2400
C -10.09400 6.61500 -5.59700 -0.2773 -0.7644 2.7751
O -10.08700 5.94800 -6.80700 1.0325 0.4663 -2.2620
C -10.51100 4.68800 -6.73100 0.0519 -3.4016 -5.1923
O -10.56800 3.89400 -7.71100 0.2857 3.1451 3.4662
O -10.85600 4.36900 -5.52700 -0.0189 -0.2287 1.6442
H -9.86600 4.23100 -3.03000 -0.5875 -1.0665 0.6272
H -9.51400 5.89800 -2.79900 -0.2996 0.7757 0.4121
H -8.56200 4.96000 -3.87700 0.0226 0.0642 -0.2586
H -11.44800 5.76900 -4.17600 -0.8980 -0.0735 0.0808
H -9.12600 7.04300 -5.20500 -0.6467 -0.5075 -1.1402
H -10.87400 7.35000 -5.57100 -0.0426 0.7145 -0.4296
C -9.83300 13.20400 -6.09800 0.4758 -1.4295 0.9479
C -9.13600 12.11800 -5.25100 0.5128 0.9724 0.1203
C -10.00100 11.00600 -4.67100 -0.0334 -0.6677 -2.7648
O -9.19300 9.79100 -4.98700 -2.6733 0.6304 3.1390
C -8.21000 10.12200 -5.71600 2.4911 -1.9266 -2.8824
O -7.46700 9.27800 -6.21600 -0.3101 1.1645 0.4645
O -8.15900 11.39700 -6.01900 0.2491 0.7025 -0.4051
H -10.37500 12.74700 -6.89000 -0.4914 -0.5723 -0.7203
H -9.12600 13.88000 -6.54500 0.2720 0.4774 0.2355
H -10.56100 13.66600 -5.45600 -0.1427 0.6865 0.2221
H -8.52300 12.56100 -4.46300 -0.3329 0.3288 0.1255
H -10.91200 10.87300 -5.27200 0.1136 0.0148 0.3905
H -10.20600 11.13900 -3.65000 -0.0682 -0.3404 1.3611
C -8.09500 11.97400 -9.12500 0.5688 0.8779 -0.6883
C -9.09800 10.88800 -9.48200 1.9229 0.5895 0.6606
C -8.47800 9.49900 -9.44500 0.3011 0.4848 0.1620
O -9.30100 8.82800 -8.48700 3.6403 -3.3466 -2.4683
C -10.18200 9.58300 -8.03300 -3.9150 -0.3223 4.1429
O -10.96600 9.21900 -7.16800 0.4515 0.9159 -1.0099
O -10.08300 10.77200 -8.50900 -1.6805 2.9912 0.6187
H -8.58000 12.93800 -9.01800 -0.2815 0.1507 -0.1099
H -7.29000 12.13500 -9.86900 -0.7016 -0.3642 -0.2204
H -7.52600 11.84300 -8.22900 -0.0707 -0.6652 0.8008
H -9.62700 11.19800 -10.32800 -0.4534 -0.0203 -1.8743
H -7.48000 9.59900 -9.01000 0.0020 -0.3688 -0.1801
H -8.47600 8.98800 -10.39400 -0.0708 -0.4229 -0.1055
C -7.44800 2.34500 -10.00100 -0.3131 -0.1523 -0.9288
O -7.16300 1.86800 -8.70600 0.3468 -0.0749 1.0301
C -7.04000 2.73400 -7.75100 -0.1189 8.6837 -0.4211
O -7.14200 4.13200 -7.90400 0.3763 -7.4379 0.2053
O -6.71100 2.25400 -6.59200 -0.3786 -0.5632 -0.5346
C -6.32200 3.16600 -5.57200 0.8782 -0.2149 2.1366
H -7.81000 1.48200 -10.52500 0.1631 -0.4739 -0.3995
H -6.62400 2.81700 -10.52800 0.5139 -0.2438 0.3715
H -8.24300 3.04100 -10.01300 -0.9089 0.8592 0.5173
H -7.14500 3.54800 -4.89000 0.8144 -0.6160 -1.3104
H -5.65800 3.95700 -5.87900 -0.5985 0.6184 -0.8751
H -5.58900 2.57600 -4.99400 -0.8385 -0.1419 0.2595
C -4.20000 7.17100 -6.63200 -1.1142 0.4583 -0.5336
O -4.55000 7.72900 -5.34300 1.2153 -0.0711 -0.2351
C -5.64100 7.40400 -4.76900 -7.0617 -3.6519 -1.3343
O -6.66000 6.56300 -5.32500 6.0330 4.4371 3.4359
O -5.78500 8.03300 -3.58400 1.7138 -1.0888 -1.8724
C -6.90500 7.83500 -2.77500 -0.0739 0.2999 2.3538
H -4.54200 6.17200 -6.74400 -0.8058 -0.7993 0.1431
H -3.15300 7.10400 -6.79500 1.0450 0.5820 0.6205
H -4.63500 7.80000 -7.41200 -0.0204 -0.0774 0.1874
H -7.09000 6.86600 -2.31400 0.9334 -0.4674 -0.3121
H -7.76600 8.01400 -3.31100 -1.9693 0.7301 -1.3265
H -6.83200 8.55500 -1.91800 0.1305 -0.4916 -0.9928
C -5.86100 7.39400 -13.40700 -1.6764 2.0920 -0.2840
C -5.07800 8.67600 -12.91500 0.1257 -1.5319 -0.7161
C -5.71800 9.18500 -11.61300 -0.3240 1.4219 -0.5544
C -5.78100 8.09800 -10.61300 0.0161 -3.3106 3.4283
N -5.77400 7.22200 -9.79300 -0.1074 4.0799 -3.8167
H -7.00900 7.55100 -13.37800 1.7848 -0.0188 0.3058
H -5.61300 6.56600 -12.82900 0.2381 -1.4544 1.3481
H -5.71500 7.06500 -14.41800 0.6181 0.3747 -0.6737
H -5.05300 9.38100 -13.73700 -0.4973 0.6450 0.2442
H -4.00400 8.48400 -12.75800 -0.4253 -0.4010 0.1245
H -6.74000 9.57400 -11.92000 0.9060 -0.6652 0.8412
H -5.16900 10.07700 -11.17600 -0.5160 -1.1484 -0.3830
C -10.44100 4.47600 -13.57400 -0.0929 -1.8896 -1.0336
C -9.35300 4.09100 -12.58800 -0.7711 -1.1222 0.0839
C -8.63000 5.23400 -11.96000 -0.5055 0.8142 1.0451
C -9.19600 5.86600 -10.73700 -0.4374 -0.0656 -0.6571
N -9.62200 6.36300 -9.79000 0.2510 -0.1827 -0.4867
H -9.98100 4.79700 -14.52300 -0.4131 0.3799 0.4065
H -11.17300 5.13800 -13.17500 -0.2056 1.0770 0.2830
H -11.08200 3.59500 -13.84700 0.8237 0.4649 0.2132
H -8.57500 3.49600 -13.05000 0.0895 -0.0732 -0.6319
H -9.72700 3.39500 -11.84300 -0.3286 0.1545 0.3621
H -8.46200 5.98000 -12.71800 0.2076 0.5275 -0.0940
H -7.70300 4.86500 -11.61400 1.4102 -0.1818 0.2373